Record 1
Below is a molecular structure, C29H41BErN10O10SSi, with properties calculated with the ωB97M-V functional and the def2-TZVPD basis.

The geometry in XYZ format:
```
94
Properties=species:S:1:pos:R:3:forces:R:3
Er -0.143 -0.313 0.420 1.01 0.37 -0.46
C -2.005 2.983 0.467 0.16 0.23 0.09
N -2.137 1.715 -0.248 0.02 -0.08 -0.04
C -1.892 1.984 -1.668 -0.10 -0.04 -0.17
C -3.517 1.242 -0.073 -0.16 -0.32 0.29
C -3.688 0.432 1.213 -0.06 0.22 -0.18
N -3.162 -0.922 1.055 -0.20 0.21 0.12
C -3.040 -1.586 2.352 0.07 -0.02 0.04
C -4.089 -1.707 0.248 0.06 -0.04 -0.05
H -2.742 3.711 0.096 -0.03 -0.06 -0.04
H -1.010 3.402 0.337 -0.18 -0.05 -0.05
H -2.178 2.843 1.532 -0.03 0.00 0.07
H -2.548 2.787 -2.039 0.04 0.02 0.06
H -2.082 1.083 -2.247 0.13 0.18 0.08
H -0.855 2.288 -1.803 0.05 0.03 -0.05
H -3.782 0.622 -0.930 0.02 0.05 -0.01
H -4.215 2.095 -0.058 0.12 -0.06 -0.09
H -4.760 0.404 1.494 0.16 0.01 -0.02
H -3.136 0.919 2.020 -0.11 -0.05 -0.03
H -4.026 -1.707 2.830 0.02 -0.01 -0.03
H -2.396 -1.007 3.006 -0.02 0.01 0.05
H -2.585 -2.565 2.208 -0.07 -0.01 0.02
H -5.093 -1.722 0.706 0.05 0.01 0.00
H -3.727 -2.729 0.174 -0.01 -0.04 -0.01
H -4.177 -1.301 -0.757 -0.02 -0.04 -0.09
B 0.170 -3.947 1.953 -0.29 0.24 0.07
N -0.248 -3.664 0.494 0.21 -0.44 -0.08
C -0.141 -4.538 -0.508 -0.04 0.10 -0.19
C -0.898 -4.085 -1.574 -0.05 -0.06 0.07
C -1.450 -2.896 -1.117 -0.08 -0.23 0.24
N -1.042 -2.643 0.132 -0.09 0.28 -0.06
N 1.063 -2.833 2.546 0.20 -0.31 -0.03
C 1.901 -3.044 3.560 0.20 0.21 0.17
C 2.432 -1.830 3.957 -0.11 0.06 -0.09
C 1.844 -0.912 3.095 -0.09 -0.08 0.05
N 1.009 -1.531 2.252 -0.08 0.63 -0.17
H 0.793 -4.961 1.970 0.19 -0.34 -0.03
H -0.825 -4.021 2.622 -0.28 -0.06 0.13
H 0.465 -5.418 -0.425 0.07 -0.17 0.18
H -1.042 -4.555 -2.525 -0.02 -0.11 -0.22
H -2.121 -2.231 -1.631 0.07 0.14 0.00
H 2.069 -4.027 3.955 -0.04 -0.21 -0.07
H 3.130 -1.637 4.747 0.14 0.01 0.09
H 1.995 0.153 3.061 0.02 0.10 -0.18
C 4.624 1.631 -1.786 -0.71 0.18 -0.12
Si 2.705 1.701 -1.593 0.82 -0.04 0.32
C 2.248 3.540 -1.364 0.09 -0.63 0.01
C 2.063 1.272 -3.353 0.09 0.06 0.58
C 2.305 0.594 -0.135 -1.30 0.35 -0.24
H 4.975 2.188 -2.650 0.12 0.16 -0.22
H 4.955 0.602 -1.893 0.02 -0.24 -0.02
H 5.101 2.038 -0.900 0.05 0.08 0.20
H 2.705 4.150 -2.139 0.11 0.02 -0.25
H 2.601 3.902 -0.407 0.13 0.08 0.11
H 1.178 3.718 -1.393 -0.25 0.02 -0.02
H 2.463 1.980 -4.075 0.16 0.16 -0.01
H 0.982 1.308 -3.433 -0.27 0.02 0.04
H 2.388 0.284 -3.656 0.11 -0.26 -0.14
H 2.410 1.167 0.789 0.33 0.04 -0.25
H 3.016 -0.232 -0.076 0.08 0.00 -0.15
O 2.975 -3.760 -6.189 0.07 -0.02 0.13
N 1.982 -3.073 -6.358 0.46 -0.43 -0.88
O 1.492 -2.864 -7.456 -0.14 0.07 -0.01
C 1.367 -2.485 -5.223 -0.55 0.52 1.27
C 1.951 -2.628 -3.963 -0.12 0.25 0.23
C 1.385 -2.023 -2.854 -0.80 0.04 -1.71
C 0.170 -1.231 -2.934 -0.01 0.35 0.26
O -0.271 -0.532 -1.995 -0.16 0.03 0.17
C -0.460 -1.265 -4.240 1.53 -0.77 0.05
C 0.160 -1.813 -5.354 -0.20 0.09 0.30
N -1.763 -0.755 -4.416 -1.66 0.60 -0.14
O -2.159 -0.539 -5.557 0.16 0.02 0.25
O -2.481 -0.590 -3.429 0.27 -0.26 -0.55
N 2.020 -2.188 -1.620 0.66 0.19 2.81
O 3.148 -2.687 -1.584 -0.87 0.28 -0.01
O 1.442 -1.807 -0.573 1.13 -1.38 -1.79
H 2.859 -3.202 -3.852 0.00 0.05 0.03
H -0.324 -1.738 -6.315 -0.01 -0.03 -0.02
O -0.956 0.568 2.690 0.02 -0.30 -0.39
C -0.243 1.589 2.722 -0.28 0.20 0.43
N 0.449 1.994 1.679 0.25 0.45 -0.12
S 1.232 3.406 1.982 0.18 0.32 0.35
O 0.693 4.481 1.192 -0.15 -0.07 0.13
O 2.659 3.249 1.974 -0.11 -0.11 0.19
C 0.646 3.580 3.676 -0.18 -0.74 -0.58
C 0.855 4.552 4.624 0.18 0.20 -0.04
C 0.240 4.395 5.862 0.07 0.01 -0.19
C -0.540 3.277 6.122 -0.08 -0.08 0.13
C -0.736 2.297 5.159 0.04 0.03 -0.22
C -0.141 2.469 3.920 -0.04 0.19 0.52
H 1.481 5.403 4.408 0.04 0.14 0.01
H 0.367 5.150 6.624 0.04 0.03 0.05
H -0.998 3.174 7.094 -0.05 -0.04 0.07
H -1.337 1.423 5.352 -0.09 -0.12 0.03
```
Forces are in eV/Å.

The gap between HOMO and LUMO (alpha / beta) comes out at 5.44 / 5.45 eV. Its expectation value of S² is 3.75. Its total charge is -1. The spin multiplicity is 4. Its HOMO energy (alpha / beta) is -4.4 / -4.4 eV.

Table of Löwdin atomic charges, one value per atom, all in e: atom 1 (Er): 1.510, atom 2 (C): -0.097, atom 3 (N): -0.265, atom 4 (C): -0.084, atom 5 (C): -0.181, atom 6 (C): -0.199, atom 7 (N): -0.275, atom 8 (C): -0.096, atom 9 (C): -0.103, atom 10 (H): 0.099, atom 11 (H): 0.054, atom 12 (H): 0.086, atom 13 (H): 0.101, atom 14 (H): 0.049, atom 15 (H): 0.083, atom 16 (H): 0.106, atom 17 (H): 0.126, atom 18 (H): 0.125, atom 19 (H): 0.099, atom 20 (H): 0.092, atom 21 (H): 0.066, atom 22 (H): 0.062, atom 23 (H): 0.092, atom 24 (H): 0.079, atom 25 (H): 0.075, atom 26 (B): -0.419, atom 27 (N): -0.082, atom 28 (C): -0.078, atom 29 (C): -0.046, atom 30 (C): -0.179, atom 31 (N): -0.038, atom 32 (N): -0.070, atom 33 (C): -0.093, atom 34 (C): -0.054, atom 35 (C): -0.140, atom 36 (N): -0.026, atom 37 (H): 0.071, atom 38 (H): 0.065, atom 39 (H): 0.120, atom 40 (H): 0.096, atom 41 (H): 0.095, atom 42 (H): 0.115, atom 43 (H): 0.086, atom 44 (H): 0.102, atom 45 (C): -0.196, atom 46 (Si): 0.468, atom 47 (C): -0.182, atom 48 (C): -0.171, atom 49 (C): -0.324, atom 50 (H): 0.007, atom 51 (H): 0.012, atom 52 (H): 0.017, atom 53 (H): 0.024, atom 54 (H): -0.005, atom 55 (H): 0.008, atom 56 (H): 0.028, atom 57 (H): 0.009, atom 58 (H): 0.012, atom 59 (H): -0.063, atom 60 (H): -0.018, atom 61 (O): 0.067, atom 62 (N): -0.370, atom 63 (O): 0.064, atom 64 (C): -0.149, atom 65 (C): 0.110, atom 66 (C): -0.089, atom 67 (C): -0.296, atom 68 (O): -0.126, atom 69 (C): -0.063, atom 70 (C): 0.108, atom 71 (N): -0.323, atom 72 (O): 0.065, atom 73 (O): 0.041, atom 74 (N): -0.259, atom 75 (O): 0.083, atom 76 (O): -0.125, atom 77 (H): 0.135, atom 78 (H): 0.132, atom 79 (O): -0.085, atom 80 (C): -0.590, atom 81 (N): -0.103, atom 82 (S): 0.652, atom 83 (O): -0.301, atom 84 (O): -0.286, atom 85 (C): -0.183, atom 86 (C): -0.034, atom 87 (C): -0.072, atom 88 (C): -0.073, atom 89 (C): 0.006, atom 90 (C): -0.127, atom 91 (H): 0.119, atom 92 (H): 0.103, atom 93 (H): 0.101, atom 94 (H): 0.121

Record 2
Below is a molecular structure, C29H41BGaN8Se, with properties calculated with the ωB97M-V functional and the def2-TZVPD basis.

The geometry in XYZ format:
```
81
Properties=species:S:1:pos:R:3:forces:R:3
Ga 0.522 0.095 -0.047 -0.28 0.37 0.44
C 2.797 2.463 -1.053 0.47 3.11 0.48
C 3.767 1.370 -1.282 1.65 -0.90 0.46
C 4.050 1.200 -2.777 -0.06 -2.26 0.47
C 3.590 0.084 -0.485 0.13 -0.51 0.55
C 4.606 -0.795 -0.069 0.72 -0.80 0.36
C 4.000 -1.869 0.613 -1.89 2.29 -1.76
N 2.642 -1.623 0.566 2.14 0.06 0.69
N 2.453 -0.414 0.007 -1.43 0.53 -1.17
B 1.641 -2.262 1.545 -1.15 0.40 -0.27
N 0.280 -2.573 0.842 0.98 0.23 -0.36
C -0.411 -3.683 0.797 0.14 -3.07 0.47
C -1.593 -3.510 0.089 1.30 1.83 0.03
C -1.545 -2.169 -0.301 -0.23 0.30 0.40
N -0.370 -1.615 0.157 -1.71 -0.58 -0.52
C -2.629 -1.389 -1.057 2.07 -0.10 0.41
C -4.056 -1.562 -0.558 -0.10 0.00 1.07
C -2.539 -1.743 -2.528 -0.72 -0.58 -0.36
N 1.265 -1.179 2.573 1.01 0.02 0.35
C 1.515 -1.115 3.879 0.18 -2.85 -0.30
C 1.192 0.127 4.312 0.95 -1.01 2.38
C 0.760 0.846 3.268 -0.71 0.14 -3.06
N 0.868 0.023 2.165 -1.33 1.88 -0.69
C 0.156 2.230 3.283 0.37 -0.23 1.59
C -1.008 2.267 4.338 0.40 0.09 -0.66
C 1.255 3.285 3.534 0.22 1.33 0.92
H 3.019 3.275 -1.780 -0.28 -0.64 -0.07
H 2.945 3.088 -0.143 -0.11 -1.07 0.06
H 1.748 2.290 -1.140 -0.75 -0.57 -0.20
H 4.766 1.682 -0.944 -0.33 0.35 0.39
H 3.179 0.793 -3.282 -0.14 0.26 -0.40
H 4.877 0.486 -2.940 -0.34 0.11 0.13
H 4.392 2.121 -3.166 -0.02 1.05 -0.58
H 5.675 -0.618 -0.215 -0.53 -0.28 0.00
H 4.278 -2.780 1.063 0.79 -0.62 0.37
H 2.076 -3.272 1.964 0.20 -0.17 0.41
H 0.017 -4.640 1.214 -0.60 1.41 -0.34
H -2.344 -4.181 -0.197 -0.73 -0.92 0.01
H -2.291 -0.366 -0.936 -0.34 0.43 -0.12
H -4.339 -2.616 -0.806 -0.31 0.93 0.33
H -4.701 -0.808 -1.087 0.44 -0.96 0.47
H -4.132 -1.367 0.570 0.01 -0.46 -1.77
H -2.774 -2.806 -2.709 0.25 0.27 0.16
H -1.639 -1.472 -3.069 0.07 -0.25 0.43
H -3.351 -1.199 -2.968 -0.51 0.36 -0.72
H 1.787 -2.080 4.350 0.04 1.15 0.07
H 1.359 0.354 5.317 -0.23 0.89 1.28
H -0.339 2.458 2.374 -0.02 0.00 -1.16
H -0.631 2.197 5.348 0.19 -0.30 0.35
H -1.733 1.447 4.139 0.46 0.71 0.20
H -1.496 3.248 4.288 -0.12 -0.28 -0.18
H 1.743 3.266 4.568 -0.69 -0.47 -1.34
H 0.812 4.314 3.495 0.22 -0.82 -0.11
H 2.065 3.273 2.774 -0.50 -0.23 0.40
Se -0.927 1.952 -0.290 0.53 0.70 0.18
C -2.389 1.594 0.878 0.17 -0.03 0.07
C -2.421 0.500 1.717 2.58 -1.67 0.39
C -3.516 0.147 2.459 0.42 0.47 0.01
C -4.623 0.962 2.361 -1.27 0.66 1.07
C -4.636 2.121 1.583 0.98 0.09 -1.22
C -3.448 2.464 0.828 -1.95 0.13 0.55
H -1.461 -0.095 1.885 -1.57 0.78 -0.48
H -3.415 -0.702 3.125 -0.40 0.09 0.03
H -5.451 0.788 3.066 0.13 -0.06 -0.76
H -5.587 2.675 1.456 0.96 -0.09 0.33
H -3.337 3.379 0.225 -0.52 -0.52 0.31
C -1.314 0.633 -5.377 1.14 1.32 0.48
C -0.432 0.111 -4.293 -0.34 -1.14 -0.59
C 0.382 -1.001 -4.273 0.45 -0.05 0.39
C 0.893 -1.106 -2.940 0.59 -2.09 -3.68
N 0.435 -0.152 -2.205 -1.42 1.52 -0.05
N -0.431 0.541 -3.057 0.41 2.05 3.37
C 1.899 -2.151 -2.584 -0.34 -0.22 -1.22
H -1.897 -0.123 -5.804 -1.29 -1.15 -0.14
H -0.679 0.900 -6.193 0.64 0.42 -0.62
H -1.873 1.545 -5.141 -0.07 -0.45 0.26
H 0.562 -1.666 -5.098 0.18 -0.08 -0.03
H -0.886 1.342 -2.581 0.07 -0.62 -0.76
H 2.538 -1.635 -1.900 0.94 -0.73 0.37
H 2.404 -2.530 -3.518 -0.18 0.91 0.98
H 1.436 -3.067 -2.224 -0.10 0.18 0.73
```
Forces are in eV/Å.

The gap between HOMO and LUMO comes out at 9.08 eV. Its total charge is +1. The energy above the lowest of the compared OMol25 structures with the same formula, charge and spin comes out at 11.0 kcal per mole. Its HOMO energy is -10.8 eV.

Table of Löwdin atomic charges, one value per atom, all in e: atom 1 (Ga): 0.303, atom 2 (C): -0.075, atom 3 (C): -0.354, atom 4 (C): -0.040, atom 5 (C): -0.207, atom 6 (C): 0.026, atom 7 (C): 0.027, atom 8 (N): 0.001, atom 9 (N): 0.026, atom 10 (B): -0.478, atom 11 (N): -0.005, atom 12 (C): -0.051, atom 13 (C): 0.036, atom 14 (C): -0.177, atom 15 (N): 0.049, atom 16 (C): -0.378, atom 17 (C): -0.042, atom 18 (C): -0.045, atom 19 (N): -0.016, atom 20 (C): -0.034, atom 21 (C): -0.024, atom 22 (C): -0.222, atom 23 (N): 0.050, atom 24 (C): -0.347, atom 25 (C): -0.034, atom 26 (C): -0.059, atom 27 (H): 0.103, atom 28 (H): 0.103, atom 29 (H): -0.004, atom 30 (H): 0.146, atom 31 (H): 0.075, atom 32 (H): 0.095, atom 33 (H): 0.071, atom 34 (H): 0.124, atom 35 (H): 0.116, atom 36 (H): 0.126, atom 37 (H): 0.158, atom 38 (H): 0.103, atom 39 (H): 0.068, atom 40 (H): 0.094, atom 41 (H): 0.105, atom 42 (H): 0.087, atom 43 (H): 0.103, atom 44 (H): 0.044, atom 45 (H): 0.080, atom 46 (H): 0.149, atom 47 (H): 0.111, atom 48 (H): 0.054, atom 49 (H): 0.070, atom 50 (H): 0.076, atom 51 (H): 0.086, atom 52 (H): 0.104, atom 53 (H): 0.088, atom 54 (H): 0.075, atom 55 (Se): 0.905, atom 56 (C): -0.614, atom 57 (C): -0.184, atom 58 (C): -0.116, atom 59 (C): -0.096, atom 60 (C): -0.040, atom 61 (C): -0.103, atom 62 (H): 0.106, atom 63 (H): 0.123, atom 64 (H): 0.117, atom 65 (H): 0.115, atom 66 (H): 0.104, atom 67 (C): 0.018, atom 68 (C): -0.311, atom 69 (C): 0.021, atom 70 (C): -0.346, atom 71 (N): 0.024, atom 72 (N): 0.041, atom 73 (C): 0.012, atom 74 (H): 0.073, atom 75 (H): 0.082, atom 76 (H): 0.098, atom 77 (H): 0.122, atom 78 (H): 0.062, atom 79 (H): 0.041, atom 80 (H): 0.114, atom 81 (H): 0.092

These records have F_max values of 2.897, 4.273 eV/A, in the order they appear.
These records have calculated total energy values of -113123.57356, -161055.87190 eV, in the order they appear.